(1)
Formula: C5H10NO
Source: the Open Molecules 2025 dataset
Level of theory: the ωB97M-V functional and the def2-TZVPD basis

CARTESIAN COORDINATES (ANGSTROEM)
H1 -0.273 2.544 1.160
C1 -0.766 1.844 0.517
H2 -2.300 0.199 0.452
H3 -0.265 -2.011 -0.238
C2 0.530 -1.458 -0.753
H4 -1.241 2.453 -0.253
O1 2.254 -0.529 0.484
N1 -0.149 0.556 0.416
H5 0.808 0.665 0.851
C3 -1.471 0.589 1.033
C4 1.833 -1.529 -0.021
H6 -0.900 0.116 -1.508
H7 2.337 -2.495 0.036
H8 0.775 0.500 -1.571
H9 -1.592 0.420 2.089
H10 0.401 -1.819 -1.778
C5 0.019 -0.042 -0.916

Atomic forces in eV per Å
H 0.2193 -0.2145 0.8362
C -2.5265 1.0970 0.7344
H 0.4827 -0.0471 -0.3382
H 0.3710 -0.3451 0.3255
C -2.4488 0.0971 -0.9471
H 0.3490 -1.0419 -0.7547
O 0.8975 0.6225 0.7545
N 1.9009 1.0784 -1.7060
H -1.1308 -1.3464 0.2666
C 0.0890 1.6381 0.7707
C -0.6382 -0.4034 -0.9691
H 0.0748 -0.6567 0.6049
H 0.2375 -0.1542 0.1175
H -0.6303 -0.0731 1.4396
H 0.5016 -0.1242 0.1946
H 1.0611 -0.7182 0.1348
C 1.1902 0.5917 -1.4641

Its maximum force is 2.851 eV Å⁻¹. The LUMO energy is -3.11 eV. The total charge is +1. For the HOMO-LUMO gap, the calculation gives 11.56 eV. The relative energy (zero: lowest compared OMol25 entry of this formula, charge and spin) is 249.2 kJ/mol. Its highest occupied orbital energy is -14.67 eV.

---

(2)
Formula: C5H10NO2
Source: the Open Molecules 2025 dataset
Level of theory: the ωB97M-V functional and the def2-TZVPD basis

CARTESIAN COORDINATES (ANGSTROEM)
H1 1.892 0.529 -0.713
O1 -1.010 -2.395 -0.446
H2 -1.289 -0.250 2.471
O2 1.511 1.959 0.848
H3 -1.023 0.262 -1.249
H4 -1.671 -1.007 0.901
C1 -1.413 -0.063 1.404
C2 0.070 -1.704 -0.739
C3 -0.095 -0.049 -0.748
C4 1.129 0.545 -1.486
N1 -0.287 0.503 0.644
H5 1.001 1.605 -1.710
H6 0.879 -1.702 0.084
H7 0.062 1.725 2.217
H8 0.619 -1.974 -1.658
H9 1.389 -0.060 -2.351
H10 -2.236 0.661 1.303
C5 0.471 1.416 1.228

Atomic forces in eV per Å
H 0.6071 -0.1691 -0.5904
O -0.3917 -0.2385 -0.1726
H 0.7150 0.1389 -0.1124
O -0.3848 -0.0091 0.1076
H 0.0002 -0.4555 -0.1775
H 0.0180 0.0512 0.1007
C -0.8347 0.4261 -1.0002
C 0.2095 1.8813 1.8540
C -0.0654 -0.5498 -0.6749
C -0.5803 0.1159 1.5527
N 0.5686 -1.0680 -0.3549
H 0.0070 -0.1128 -0.3071
H -0.0791 -0.4153 -0.3930
H -0.0716 -0.2424 -0.0650
H -0.0595 0.1158 -0.4655
H -0.1079 0.0549 -0.0758
H -0.1914 -0.3314 0.1082
C 0.6410 0.8077 0.6660

Its maximum force is 2.650 eV Å⁻¹. The LUMO energy is 3.93 eV. The total charge is -1. For the HOMO-LUMO gap, the calculation gives 6.73 eV. The relative energy (zero: lowest compared OMol25 entry of this formula, charge and spin) is 247.6 kJ/mol. Its highest occupied orbital energy is -2.80 eV.

---

(3)
Formula: C5H10NO2
Source: the Open Molecules 2025 dataset
Level of theory: the ωB97M-V functional and the def2-TZVPD basis

CARTESIAN COORDINATES (ANGSTROEM)
H1 -0.003 0.745 -2.314
O1 0.910 3.124 -0.295
H2 -1.108 0.234 -0.329
C1 0.744 1.142 -1.645
H3 -0.292 -1.357 2.563
N1 -0.414 -1.632 0.518
H4 1.740 0.702 0.169
C2 1.061 0.172 -0.502
C3 0.128 2.447 -1.000
H5 -0.471 -2.976 2.049
H6 -1.949 -1.891 1.956
O2 -1.090 2.625 -1.224
H7 -0.286 0.320 1.206
H8 1.652 1.380 -2.220
C4 -0.858 -1.978 1.869
H9 1.426 -0.810 -0.803
C5 -0.274 -0.186 0.235
H10 -0.916 -2.062 -0.234

Atomic forces in eV per Å
H -0.2476 -0.3431 -0.3040
O -0.0548 -0.0613 -0.0656
H -0.1543 -0.1094 -0.0633
C 0.4205 0.4946 0.4105
H -0.4385 0.2603 0.0788
N 0.8295 0.9796 0.1437
H 0.1398 -0.3480 0.0346
C -1.3874 -0.0271 0.0121
C 0.3157 -0.2867 -0.2322
H -0.5531 -0.4809 0.2941
H 0.1497 -0.0803 0.6399
O -0.0224 0.1055 -0.0067
H -0.0706 0.0796 -0.1323
H -0.1747 0.0659 0.1875
C 0.4986 -0.0722 -1.4132
H 0.5563 0.1644 -0.2496
C 0.6018 0.0815 0.5873
H -0.4085 -0.4225 0.0782

Its maximum force is 1.500 eV Å⁻¹. The LUMO energy is 3.64 eV. The total charge is -1. For the HOMO-LUMO gap, the calculation gives 7.54 eV. The relative energy (zero: lowest compared OMol25 entry of this formula, charge and spin) is 103.1 kJ/mol. Its highest occupied orbital energy is -3.90 eV.

---

(4)
Formula: C5H10NO2
Source: the Open Molecules 2025 dataset
Level of theory: the ωB97M-V functional and the def2-TZVPD basis

CARTESIAN COORDINATES (ANGSTROEM)
O1 0.536 -2.855 0.967
H1 0.513 -1.208 -0.967
H2 1.013 3.193 0.075
H3 1.606 0.665 -1.553
C1 0.494 0.479 0.387
H4 -1.982 -0.016 0.046
C2 -0.102 -0.831 -0.155
C3 1.346 2.555 -0.732
C4 -0.172 -1.898 0.920
H5 -1.076 -2.212 2.562
H6 1.116 0.289 1.265
H7 -2.002 -1.432 -0.847
H8 -0.331 1.131 0.695
H9 -1.402 -0.015 -1.535
C5 1.231 1.238 -0.713
H10 1.845 3.050 -1.557
N1 -1.505 -0.555 -0.674
O2 -1.128 -1.579 1.815

Atomic forces in eV per Å
O -0.0666 0.2816 -0.0094
H -0.2050 -0.1559 -0.1408
H -0.1785 -0.0048 0.0855
H 0.1735 -0.1242 0.0424
C -0.0703 0.4325 -0.6903
H -0.3896 0.0670 -0.0405
C 0.3594 0.0757 0.4289
C 0.3002 0.0822 -0.1953
C -0.0521 -0.2513 0.1985
H -0.1418 0.1862 -0.2856
H 0.0193 -0.1063 -0.1482
H -0.1607 0.1878 -0.1483
H 0.1202 -0.1463 0.4261
H -0.3899 0.0891 0.0065
C -0.4569 -0.0516 0.1701
H 0.0030 -0.0387 0.0753
N 0.9989 -0.2921 -0.0009
O 0.1369 -0.2310 0.2259

Its maximum force is 1.041 eV Å⁻¹. The LUMO energy is -3.76 eV. The total charge is +1. For the HOMO-LUMO gap, the calculation gives 10.14 eV. The relative energy (zero: lowest compared OMol25 entry of this formula, charge and spin) is 93.9 kJ/mol. Its highest occupied orbital energy is -13.90 eV.

---

(5)
Formula: C5H10NO2
Source: the Open Molecules 2025 dataset
Level of theory: the ωB97M-V functional and the def2-TZVPD basis

CARTESIAN COORDINATES (ANGSTROEM)
C1 -0.119 0.904 -0.583
O1 -1.939 0.070 0.644
C2 -0.047 -0.702 -0.538
H1 0.023 -1.202 -1.571
H2 0.813 -1.089 1.480
H3 2.500 0.732 1.316
H4 -1.312 2.112 0.611
H5 -1.269 -1.614 0.961
H6 -1.913 -1.723 -0.611
C3 1.937 0.398 0.415
O2 0.925 1.409 0.225
C4 -1.406 1.337 -0.079
N1 -1.397 -1.072 0.052
H7 -2.179 1.505 -0.888
H8 1.785 -1.843 0.151
H9 2.484 0.396 -0.500
H10 -0.008 1.319 -1.548
C5 1.120 -0.938 0.463

Atomic forces in eV per Å
C 1.8545 -0.8823 0.0734
O -0.8170 1.5708 -0.5141
C 0.3774 0.7848 -0.5554
H 0.1098 0.7803 1.7124
H -0.6244 -0.2089 0.4650
H -0.2461 -0.7983 -0.7888
H -0.2249 1.0730 1.3855
H 0.0885 0.1423 -1.6512
H -0.4052 1.7059 0.6858
C -1.5277 0.2336 0.0202
O -0.3817 -0.6057 0.5628
C -3.0752 -3.0980 -1.4588
N 1.5598 -1.5006 1.7206
H 0.9608 0.1573 0.9670
H -1.2377 1.5923 0.5774
H 1.1964 -0.0513 -0.3617
H 0.4020 0.0018 -1.5527
C 1.9908 -0.8968 -1.2874

Its maximum force is 4.603 eV Å⁻¹. The LUMO energy is -3.55 eV. The total charge is +1. For the HOMO-LUMO gap, the calculation gives 10.73 eV. The relative energy (zero: lowest compared OMol25 entry of this formula, charge and spin) is 360.3 kJ/mol. Its highest occupied orbital energy is -14.27 eV.

---

(6)
Formula: C5H10NO2
Source: the Open Molecules 2025 dataset
Level of theory: the ωB97M-V functional and the def2-TZVPD basis

CARTESIAN COORDINATES (ANGSTROEM)
H1 -0.509 -1.377 0.784
C1 -0.841 -0.394 0.289
C2 -3.121 -1.120 -0.027
H2 -4.108 -1.088 -0.439
C3 2.310 0.271 -0.520
O1 -2.420 1.328 -0.328
H3 4.224 0.033 -0.818
N1 1.452 0.101 0.681
H4 0.100 1.506 -0.094
H5 1.421 -0.802 1.036
H6 -3.343 1.746 -0.303
O2 3.571 0.001 -0.032
H7 1.948 -0.633 -1.241
C4 -2.239 -0.129 0.010
H8 1.857 0.880 1.387
H9 2.333 1.314 -0.810
H10 -2.741 -2.145 0.161
C5 0.107 0.507 0.261

Atomic forces in eV per Å
H -1.1468 1.1686 -1.0943
C 0.2290 -1.1484 1.8107
C 0.7200 -0.8209 -0.4553
H -0.4839 0.4433 0.2368
C 0.5100 -3.3988 -0.6823
O -0.6190 -2.2234 0.6957
H -1.3212 -0.1157 1.9996
N 0.3721 5.8131 0.0266
H -0.4724 0.6643 -0.1978
H 0.5797 -2.0780 1.0675
H 1.6446 -1.7678 0.1056
O 2.4541 -0.3082 -1.8185
H 0.6102 2.7645 1.0034
C -1.0875 2.7849 -1.0486
H -1.0916 -2.6736 -1.2752
H -1.1176 0.0248 -0.7503
H -0.2728 0.8697 0.0613
C 0.4930 0.0016 0.3150

Its maximum force is 5.825 eV Å⁻¹. The LUMO energy is -3.29 eV. The total charge is +1. For the HOMO-LUMO gap, the calculation gives 9.74 eV. The relative energy (zero: lowest compared OMol25 entry of this formula, charge and spin) is 335.2 kJ/mol. Its highest occupied orbital energy is -13.03 eV.